(1)
{
  "formula": "C2HNO3",
  "method": "ωB97M-V/def2-TZVPD",
  "elements": ["C", "C", "N", "O", "O", "O", "H"],
  "coordinates": [[-0.497906, 0.189050, 0.183159], [-0.075339, 0.474903, 1.611019], [0.454852, -0.603605, -0.717183], [1.602735, -0.408055, -0.422136], [-0.043017, -1.267169, -1.554819], [0.137712, 1.343445, 0.727426], [-1.579037, 0.271431, 0.172534]],
  "forces_ev_per_a": [[0.1, -0.5, 0.6], [0.7, -0.8, 0.6], [-1.5, 2.5, 2.8], [0.8, -0.5, -0.6], [-0.3, -1.4, -1.5], [0.0, 1.1, -0.4], [0.2, -0.4, -1.5]],
  "mulliken_charge": [0.08, -0.25, 0.94, -0.53, -0.54, -0.09, 0.38],
  "molar_mass_g_mol": 87.034,
  "orbital_gap_ev": 10.726,
  "e_lumo_ev": -0.17
}

=====

(2)
{
  "formula": "C2HNO3S",
  "method": "ωB97M-V/def2-TZVPD",
  "elements": ["C", "C", "N", "O", "O", "O", "S", "H"],
  "coordinates": [[-1.370300, 1.478149, 0.100337], [1.254106, -1.313159, 1.220969], [-0.647195, 0.998815, -0.737658], [-1.912517, 2.019177, 0.957421], [1.889645, -0.363638, 1.111187], [0.681065, -2.313371, 1.180144], [-0.306870, -0.581804, -1.342424], [0.412065, 0.075831, -2.489976]],
  "forces_ev_per_a": [[1.4, -1.2, -0.8], [0.3, -0.7, -1.0], [-0.1, -0.6, -0.3], [-1.2, 0.9, 1.0], [0.5, 1.2, 0.6], [-0.6, -0.6, 0.7], [1.1, 2.7, -2.3], [-1.3, -1.7, 2.1]],
  "mulliken_charge": [0.60, 0.74, -0.29, -0.39, -0.35, -0.37, -0.14, 0.20],
  "molar_mass_g_mol": 119.101,
  "orbital_gap_ev": 9.511,
  "e_lumo_ev": 0.08,
  "smiles": "O=C=NS.O=C=O"
}

=====

(3)
{
  "formula": "C2HNO4",
  "method": "ωB97M-V/def2-TZVPD",
  "elements": ["C", "C", "N", "O", "O", "O", "O", "H"],
  "coordinates": [[3.408752, 0.748999, 0.207760], [0.860811, -2.222123, -0.176772], [0.475937, -1.195797, 0.315688], [3.926244, -0.131069, 0.674730], [1.248742, -3.300790, -0.374816], [0.477045, 0.032804, -0.232222], [2.757253, 1.546354, -0.286348], [0.699413, 0.752655, 0.362612]],
  "forces_ev_per_a": [[-1.5, 0.9, -1.0], [0.9, -0.7, 0.2], [-0.4, 0.5, 1.7], [2.5, -3.0, 1.9], [-0.2, -0.3, -0.5], [-0.5, 1.0, -2.4], [-0.7, 2.3, -0.9], [0.0, -0.6, 0.9]],
  "mulliken_charge": [0.69, 0.64, -0.28, -0.29, -0.39, -0.33, -0.39, 0.35],
  "molar_mass_g_mol": 103.033,
  "orbital_gap_ev": 10.143,
  "e_lumo_ev": 0.12,
  "smiles": "O=C=NO.O=C=O"
}

=====

(4)
{
  "formula": "C2HNO4",
  "method": "ωB97M-V/def2-TZVPD",
  "elements": ["C", "C", "H", "N", "O", "O", "O", "O"],
  "coordinates": [[-0.193370, 0.574530, 0.853431], [0.157356, -0.487672, -1.163854], [-0.421052, 2.340507, 1.627930], [-0.394724, -0.688604, 1.132776], [-0.366324, 1.403507, 1.788769], [0.164394, -1.294512, -0.064707], [0.347715, -0.632738, -2.267956], [0.279239, 0.768564, -0.417960]],
  "forces_ev_per_a": [[0.6, -4.6, -2.6], [1.1, 1.4, 8.3], [0.0, 0.5, -0.7], [1.1, 1.2, -1.6], [-0.2, 2.1, 1.9], [-1.5, -2.3, -1.2], [0.2, -0.6, -4.2], [-1.3, 2.4, 0.0]],
  "mulliken_charge": [0.64, 0.62, 0.36, -0.35, -0.40, -0.20, -0.33, -0.34],
  "molar_mass_g_mol": 103.033,
  "orbital_gap_ev": 10.322,
  "e_lumo_ev": 0.11,
  "smiles": "O=c1onc(O)o1"
}

=====

(5)
{
  "formula": "C2HNOS",
  "method": "ωB97M-V/def2-TZVPD",
  "elements": ["C", "C", "N", "O", "S", "H"],
  "coordinates": [[0.429625, 0.923299, -1.019843], [3.395518, -0.558672, -0.302242], [0.273106, 0.727341, 0.049403], [3.566804, -1.566758, -0.862359], [3.463534, 0.789502, 0.370680], [0.664024, 1.057684, -2.051580]],
  "forces_ev_per_a": [[1.1, 1.1, -6.8], [1.4, -3.0, -1.8], [-1.3, -1.1, 6.7], [-0.9, 0.5, 0.5], [-0.2, 2.5, 1.4], [-0.1, 0.1, 0.0]],
  "mulliken_charge": [0.04, 0.67, -0.29, -0.36, -0.33, 0.26],
  "molar_mass_g_mol": 87.103,
  "orbital_gap_ev": 11.161,
  "e_lumo_ev": 0.56,
  "smiles": "O=C=S.C#N"
}

=====

(6)
{
  "formula": "C2HNOS",
  "method": "ωB97M-V/def2-TZVPD",
  "elements": ["C", "C", "H", "N", "O", "S"],
  "coordinates": [[0.069238, 0.694270, -0.030306], [-1.236374, -0.042097, 0.329065], [2.233334, -0.357642, 0.193706], [-2.305522, -0.576115, -0.164539], [0.424613, 1.795613, -0.052055], [1.094452, -0.867969, -0.026128]],
  "forces_ev_per_a": [[0.3, -4.8, 1.8], [-9.1, -2.3, -5.5], [2.2, 1.2, 0.3], [8.9, 4.2, 4.6], [-0.2, 1.9, -0.3], [-2.1, -0.1, -0.8]],
  "mulliken_charge": [0.48, 0.21, 0.15, -0.33, -0.33, -0.18],
  "molar_mass_g_mol": 87.103,
  "orbital_gap_ev": 9.417,
  "e_lumo_ev": -1.29,
  "smiles": "N#CC(=O)S"
}

=====

(7)
{
  "formula": "C2HNS2",
  "method": "ωB97M-V/def2-TZVPD",
  "elements": ["C", "C", "N", "S", "S", "H"],
  "coordinates": [[-0.243471, 1.957662, -1.513305], [-0.770766, -0.034442, 0.680100], [0.770989, 2.467675, -1.698289], [-1.472854, 0.036637, 2.052230], [-1.694853, 1.229319, -1.223150], [0.081218, -0.452808, 0.196245]],
  "forces_ev_per_a": [[0.1, 0.1, 0.0], [-1.6, 1.4, -0.7], [0.7, 0.3, -0.1], [0.3, -0.1, -0.7], [0.0, -1.5, 1.8], [0.5, -0.2, -0.3]],
  "mulliken_charge": [0.34, -0.04, -0.38, -0.08, -0.21, 0.38],
  "molar_mass_g_mol": 103.171,
  "orbital_gap_ev": 7.663,
  "e_lumo_ev": -1.69
}

=====

(8)
{
  "formula": "C2HO2S2",
  "method": "ωB97M-V/def2-TZVPD",
  "elements": ["C", "C", "O", "O", "S", "S", "H"],
  "coordinates": [[1.285273, 4.370134, -0.004996], [1.997844, 0.023447, 0.003223], [1.222100, 4.697949, -1.102382], [1.341731, 4.187169, 1.125925], [1.519367, 1.492210, -0.614305], [0.696643, -1.147634, 0.316018], [-0.452678, -0.529261, -0.017021]],
  "forces_ev_per_a": [[0.1, 0.2, 0.3], [-0.6, -0.1, 0.0], [-0.1, 0.2, -1.6], [0.0, -0.3, 1.4], [0.1, -0.3, -0.1], [0.8, -0.1, 0.1], [-0.3, 0.3, -0.2]],
  "mulliken_charge": [0.68, -0.28, -0.39, -0.36, -0.54, -0.19, 0.07],
  "charge": -1,
  "molar_mass_g_mol": 121.162,
  "orbital_gap_ev": 5.812,
  "e_lumo_ev": 3.38
}

=====

(9)
{
  "formula": "C2HO3Pm",
  "method": "ωB97M-V/def2-TZVPD",
  "elements": ["O", "O", "O", "C", "C", "Pm", "H"],
  "coordinates": [[-1.032530, 1.315939, -0.340636], [2.171645, 1.477763, 0.325578], [-0.210086, -0.203489, -1.519249], [1.253574, 1.054909, -0.222211], [-0.032016, 0.498751, -0.451412], [-0.397877, -2.163124, -2.928723], [-1.553477, 0.938242, -1.253900]],
  "forces_ev_per_a": [[-0.3, -0.9, -0.3], [-4.0, -1.8, -3.4], [2.7, -1.3, 2.5], [6.3, 2.4, 6.0], [-5.0, 0.9, -7.3], [-0.1, -1.0, -0.8], [0.4, 1.8, 3.3]],
  "mulliken_charge": [-0.23, 0.20, -0.66, 0.54, 0.71, 1.97, 0.48],
  "charge": 3,
  "spin_multiplicity": 6,
  "molar_mass_g_mol": 218.027,
  "orbital_gap_ev": [4.876, 9.637],
  "e_lumo_ev": [-17.31, -17.28]
}

=====

(10)
{
  "formula": "C2HO3Tm",
  "method": "ωB97M-V/def2-TZVPD",
  "elements": ["O", "O", "O", "C", "C", "Tm", "H"],
  "coordinates": [[-0.257768, 0.346483, -0.963023], [-0.662125, 0.873282, 1.547853], [1.106213, -1.316562, -0.408923], [0.303877, 0.078603, 1.440014], [0.417587, -0.258457, -0.120517], [-2.058400, 1.744688, -0.126665], [1.150615, -1.468037, -1.368740]],
  "forces_ev_per_a": [[0.1, 0.5, 1.6], [4.0, -3.1, 1.0], [0.1, 1.1, 1.2], [-4.6, 3.7, -1.3], [0.3, -2.0, -1.9], [0.2, 0.0, -0.3], [0.0, -0.2, -0.3]],
  "mulliken_charge": [-0.59, -0.38, -0.31, 0.25, 0.92, 1.70, 0.41],
  "charge": 2,
  "spin_multiplicity": 3,
  "molar_mass_g_mol": 241.961,
  "orbital_gap_ev": [8.675, 7.135],
  "e_lumo_ev": [-10.55, -11.28]
}

=====

(11)
{
  "formula": "C2HO4P",
  "method": "ωB97M-V/def2-TZVPD",
  "elements": ["C", "C", "O", "O", "O", "O", "P", "H"],
  "coordinates": [[-1.759195, 2.035541, -0.620623], [1.018226, -1.622125, 0.937146], [-1.920262, 2.921151, -1.292765], [1.293063, -1.720640, 2.105449], [-1.486680, 1.173559, 0.066908], [0.883845, -0.244985, -1.441442], [1.126885, 0.145980, -0.049971], [0.844117, -2.688479, 0.295301]],
  "forces_ev_per_a": [[0.7, -0.4, 0.4], [0.3, -1.9, -0.6], [-1.0, 3.0, -2.4], [-0.3, 0.5, -0.8], [0.2, -2.6, 2.0], [0.0, 0.0, -0.5], [0.0, -1.0, 0.9], [0.1, 2.5, 1.0]],
  "mulliken_charge": [0.68, 0.05, -0.29, -0.39, -0.37, -0.40, 0.45, 0.27],
  "molar_mass_g_mol": 120.000,
  "orbital_gap_ev": 7.599,
  "e_lumo_ev": -1.44,
  "smiles": "O=CP=O.O=C=O"
}

=====

(12)
{
  "formula": "C2HO4S",
  "method": "ωB97M-V/def2-TZVPD",
  "elements": ["C", "C", "O", "O", "O", "O", "S", "H"],
  "coordinates": [[-1.035292, -0.667714, 0.152499], [0.022346, 0.461220, -0.292046], [-2.153199, -0.125556, 0.338554], [-0.552286, -1.754676, 0.320736], [1.093067, 0.182363, -1.148479], [0.936901, 0.507218, 1.020489], [2.094743, -0.174620, 0.086029], [-0.406278, 1.571766, -0.477785]],
  "forces_ev_per_a": [[-0.8, 3.4, -0.8], [-0.7, 2.2, 2.2], [0.3, -0.8, 0.0], [0.3, -2.2, 0.1], [-0.3, -0.2, -1.4], [-1.2, 0.6, -1.1], [1.6, -0.5, 0.6], [0.8, -2.6, 0.4]],
  "mulliken_charge": [0.54, 0.21, -0.72, -0.65, -0.30, -0.35, 0.10, 0.18],
  "charge": -1,
  "molar_mass_g_mol": 121.093,
  "orbital_gap_ev": 6.896,
  "e_lumo_ev": 3.42
}